1.
Below is C11H30FeNO7SSi3 as an isolated structure, with properties calculated with the ωB97M-V functional and the def2-TZVPD basis.

F_max = 0.8 eV/A
⟨S²⟩ = 6.01
charge = -1
frontier orbital gap (alpha / beta) = 8.04 / 8.26 eV
lowest unoccupied orbital energy (alpha / beta) = 2.65 / 2.65 eV
spin multiplicity = 5

Geometry (Å):
Fe -0.682518 -1.573062 -0.180766
C 2.867531 -1.848558 0.929135
O 1.702691 -1.219576 0.454814
Si 1.494359 0.363169 -0.083988
C 2.142730 0.352105 -1.846005
C 2.664306 1.487279 0.877035
C -0.302133 0.537600 0.142464
Si -1.157345 1.589098 -1.119458
C -2.925473 2.036425 -0.660009
C -1.245481 0.796554 -2.821519
C -0.260985 3.248029 -1.344745
Si -0.764741 0.854010 1.911299
C 0.214605 -0.225722 3.115378
C -2.554121 0.489803 2.362643
C -0.485274 2.662686 2.403342
H 3.178270 -1.424584 1.889431
H 3.702141 -1.747554 0.224078
H 2.647351 -2.908051 1.063748
H 3.197891 0.058687 -1.838418
H 2.074061 1.325259 -2.337595
H 1.594034 -0.379225 -2.443515
H 3.703826 1.170049 0.744717
H 2.452489 1.524119 1.945510
H 2.581487 2.506900 0.487223
H -3.526224 1.138699 -0.504796
H -3.376237 2.608264 -1.477340
H -2.974524 2.652517 0.241866
H -1.673135 -0.207425 -2.768060
H -0.262063 0.717982 -3.288821
H -1.878984 1.402201 -3.478102
H -0.236806 3.811005 -0.407217
H -0.769108 3.862370 -2.094546
H 0.772145 3.113031 -1.676167
H -0.017475 -1.279320 2.934851
H -0.077441 0.007243 4.144025
H 1.296674 -0.115341 3.036173
H -2.786205 -0.571206 2.270242
H -3.269720 1.053457 1.767884
H -2.704327 0.762806 3.413332
H 0.535731 2.994891 2.195411
H -0.679708 2.805353 3.470626
H -1.165087 3.319968 1.852796
O -4.348385 -2.368556 0.427663
N -3.203741 -2.083368 0.172994
O -2.229674 -2.553407 0.863162
O -2.878485 -1.379326 -0.816973
C 2.074875 -3.618193 -2.019252
S 0.376603 -3.771008 -1.537064
O -0.116520 -4.972867 -2.154279
O -0.260122 -2.513523 -2.024293
O 0.341240 -3.720712 -0.069421
H 2.111396 -3.606368 -3.106678
H 2.618510 -4.476488 -1.629627
H 2.467074 -2.688093 -1.613213

Atoms 1-3, force components in eV/Å:
Fe -0.18 0.03 -0.08
C -0.03 0.02 -0.02
O 0.05 -0.05 0.09

2.
Below is a 3-piece molecular cluster, C6H19N3 overall at a distorted geometry, with properties calculated with the ωB97M-V functional and the def2-TZVPD basis.

energy above the lowest of the compared OMol25 structures with the same formula, charge and spin = 47.7 kcal/mol
F_max = 3.6 eV/A
frontier orbital gap = 8.50 eV
SMILES = CC(C)=N.CNC.CN
lowest unoccupied orbital energy = 0.91 eV
spin multiplicity = 1

Geometry (Å):
C -1.988776 1.367942 -0.253643
C -0.624948 1.836170 0.158100
C 0.010428 2.876434 -0.720515
N -0.222068 1.538267 1.339933
H -2.334742 0.572926 0.402910
H -1.982729 1.011808 -1.281806
H -2.691787 2.200826 -0.185648
H 1.054533 3.035325 -0.453311
H -0.056786 2.597284 -1.769430
H -0.516089 3.824867 -0.591668
H 0.649812 1.993314 1.602985
C -0.814949 -2.194085 1.075312
N 0.220856 -1.179456 0.979933
C 1.465820 -1.586632 1.611287
H -0.490465 -3.095406 0.550161
H -1.722752 -1.827572 0.599070
H -1.050043 -2.474008 2.111237
H -0.097603 -0.250303 1.407292
H 1.860013 -2.472267 1.107410
H 2.187107 -0.776424 1.516950
H 1.345386 -1.822841 2.677258
C 0.731998 -0.131325 -1.655064
N 1.042919 -1.488525 -2.119592
H 1.647154 0.461206 -1.746951
H 0.027252 0.290939 -2.373156
H 0.431905 -0.331963 -0.447574
H 0.206991 -2.063098 -2.056636
H 1.711565 -1.913402 -1.484845

Atoms 1-3, force components in eV/Å:
C 0.17 -0.39 -0.16
C -0.28 0.94 1.37
C 0.23 -0.14 0.02

3.
Below is C4H6O as an isolated structure at a distorted geometry, with properties calculated with the ωB97M-V functional and the def2-TZVPD basis.

energy above the lowest of the compared OMol25 structures with the same formula, charge and spin = 103.5 kcal/mol
F_max = 1.2 eV/A
frontier orbital gap = 9.58 eV
lowest unoccupied orbital energy = 0.73 eV
spin multiplicity = 1

Geometry (Å):
O -1.219265 -0.961543 -2.310692
C -1.008521 -0.388462 -1.338236
C 0.366994 -0.768834 0.013337
C 1.093699 0.536298 0.138440
C 0.131237 -0.025520 1.113211
H -1.617816 0.823615 -0.071588
H 0.610261 -1.793248 -0.230535
H 2.162833 0.565138 0.353019
H 0.746100 1.353445 -0.510034
H -0.019218 -0.118896 2.177663
H -1.246303 0.778006 0.665416

Atoms 1-3, force components in eV/Å:
O 0.20 0.57 0.97
C -0.24 -0.53 -1.03
C 0.09 -0.05 0.33

4.
Below is a 2-piece molecular cluster, C5H13NO overall at a distorted geometry, with properties calculated with the ωB97M-V functional and the def2-TZVPD basis.

energy above the lowest of the compared OMol25 structures with the same formula, charge and spin = 43.2 kcal/mol
F_max = 3.7 eV/A
frontier orbital gap = 8.43 eV
SMILES = CC/C(C)=C/N.O
lowest unoccupied orbital energy = 0.78 eV
spin multiplicity = 1

Geometry (Å):
C -0.080101 -2.705682 -0.012489
C -1.178251 -1.612054 0.160395
C -0.809889 -0.192839 -0.136356
C -0.561623 0.272039 -1.618672
C -0.506878 0.753993 0.854861
N -0.143972 2.066608 0.638750
H 0.139520 -3.118084 -1.042129
H -0.351155 -3.544447 0.612960
H 1.012164 -2.350830 0.349530
H -1.597348 -1.660533 1.154103
H -2.007816 -1.925096 -0.494066
H -0.553069 1.288299 -1.702084
H 0.386597 -0.024794 -2.129861
H -1.307517 -0.157237 -2.304021
H -0.771283 0.578677 1.907397
H -0.053433 2.362150 -0.293737
H -0.501194 2.687952 1.341379
O 3.166134 2.403892 0.575903
H 2.605439 1.671508 0.941033
H 3.113672 3.206468 1.197104

Atoms 1-3, force components in eV/Å:
C 2.73 0.77 0.12
C 0.20 -0.42 -0.96
C 1.96 2.63 0.26

5.
Below is a 2-piece molecular cluster, C3H11N3O overall at a distorted geometry, with properties calculated with the ωB97M-V functional and the def2-TZVPD basis.

energy above the lowest of the compared OMol25 structures with the same formula, charge and spin = 50.9 kcal/mol
F_max = 3.6 eV/A
frontier orbital gap = 9.20 eV
SMILES = [H]/N=C(\N)NCC.O
lowest unoccupied orbital energy = 0.69 eV
spin multiplicity = 1

Geometry (Å):
H -0.720203 -2.268877 -0.819258
N -0.992187 -1.365230 -0.507706
C 0.017220 -0.536179 -0.494421
N 1.150960 -1.050936 0.221723
N 0.075000 0.782939 -0.813882
C 0.977941 1.812131 -0.150116
C 2.390017 1.491180 -0.539320
H 1.449149 -0.369219 0.979188
H 0.728682 -1.960178 0.654565
H -0.740292 1.265260 -1.217377
H 0.680414 1.781105 0.941497
H 0.560788 2.823895 -0.464722
H 2.556084 0.461722 -0.566267
H 3.069054 1.872748 0.209383
H 2.875109 1.984393 -1.361978
O -3.246897 -1.111700 1.741014
H -2.474800 -1.219007 1.131862
H -3.956285 -0.648439 1.387184

Atoms 1-3, force components in eV/Å:
H 0.32 -1.09 0.45
N -1.12 2.63 -2.22
C 0.16 -1.02 2.58

6.
Below is a 2-piece molecular cluster, C4H2Cl4 overall at a distorted geometry, with properties calculated with the ωB97M-V functional and the def2-TZVPD basis.

energy above the lowest of the compared OMol25 structures with the same formula, charge and spin = 23.8 kcal/mol
F_max = 3.1 eV/A
⟨S²⟩ = 2.03
frontier orbital gap (alpha / beta) = 9.19 / 6.98 eV
lowest unoccupied orbital energy (alpha / beta) = 0.59 / -2.76 eV
spin multiplicity = 3

Geometry (Å):
C 1.321332 0.480480 0.669468
C -0.526219 -0.920688 -0.193756
C 0.999483 1.739911 0.748094
C -1.206844 -1.475727 -1.187848
Cl -0.247466 2.450323 -0.179424
Cl 2.061600 2.718203 1.736971
Cl -0.886596 -1.548895 -2.927576
Cl -2.793821 -2.184158 -0.789489
H 1.956132 -0.091547 1.217373
H -0.677601 -1.167903 0.906187

Atoms 1-3, force components in eV/Å:
C -1.02 2.56 -0.56
C -1.80 -2.43 -0.46
C 0.75 -0.84 -0.20